A 2-piece molecular cluster, C2HCl3S2 overall at a distorted geometry, computed with the ωB97M-V functional and the def2-TZVPD basis.

Bonds (Å) are listed after each position.
Geometry (Å):
1 C 0.345 -0.855 0.053  C2 1.461, S3 1.551
2 C -0.552 -0.068 0.895  C1 1.461, Cl5 1.801, Cl6 1.826, Cl7 1.776
3 S 0.400 -2.318 -0.459  C1 1.551
4 S 1.645 1.424 -1.637  H8 1.390
5 Cl 0.117 1.528 1.392  C2 1.801
6 Cl -0.882 -0.835 2.519  C2 1.826
7 Cl -2.027 0.236 -0.047  C2 1.776
8 H 0.953 0.887 -2.717  S4 1.390

Summary:
ΔE to the lowest compared entry with this formula, charge and spin = 283.5 kJ/mol
Total charge = 0
HOMO-LUMO gap (alpha / beta) = 7.99 / 6.68 eV
Highest occupied orbital energy (alpha / beta) = -9.677 / -8.856 eV